# C39H87N10O20P3

A cluster of 9 separate species, C39H87N10O20P3 in total in a non-equilibrium geometry (ωB97M-V/def2-TZVPD, the OMol25 dataset).

The geometry in XYZ format:
```
159
Properties=species:S:1:pos:R:3:forces:R:3
C 1.848 1.196 -5.424 -0.04 -0.14 -0.34
N 3.017 0.382 -5.728 0.21 0.29 0.35
C 3.955 0.976 -6.663 0.35 0.13 -0.47
P 3.657 -0.834 -4.782 -0.47 -1.10 0.17
O 4.348 -1.850 -5.598 0.36 0.19 0.07
N 4.575 -0.082 -3.622 0.24 0.58 -0.01
C 4.537 1.358 -3.377 -0.25 -0.43 -0.84
C 5.548 -0.861 -2.878 -0.28 -0.25 0.05
N 2.466 -1.583 -3.901 -0.52 0.70 0.21
C 1.661 -0.798 -2.957 0.29 -0.46 0.27
C 1.881 -2.865 -4.257 -0.32 0.04 -0.50
H 1.914 1.720 -4.467 -0.10 0.00 -0.01
H 0.938 0.595 -5.477 -0.01 0.01 0.29
H 1.745 1.963 -6.194 0.09 -0.05 -0.05
H 4.892 0.420 -6.701 -0.16 -0.21 0.08
H 4.234 2.008 -6.413 -0.25 0.01 0.05
H 3.541 0.958 -7.676 -0.01 0.11 0.02
H 3.550 1.661 -3.016 0.16 0.16 0.37
H 5.321 1.640 -2.681 -0.07 0.00 0.17
H 4.701 1.895 -4.315 0.13 0.17 0.16
H 5.441 -0.707 -1.800 0.02 0.12 -0.02
H 5.355 -1.918 -3.066 0.16 0.01 -0.05
H 6.572 -0.629 -3.184 0.01 -0.03 0.04
H 0.596 -0.993 -3.100 0.00 -0.02 -0.03
H 1.925 -1.059 -1.928 -0.15 0.06 0.03
H 1.798 0.271 -3.071 0.17 -0.04 -0.04
H 1.280 -3.254 -3.433 0.20 0.12 0.20
H 2.642 -3.601 -4.504 0.08 0.10 -0.10
H 1.185 -2.764 -5.102 0.13 -0.13 -0.03
C 2.357 5.006 2.520 0.49 0.07 -0.41
N 1.922 3.665 2.192 -0.22 -0.29 0.61
C 1.285 2.926 3.287 -0.56 0.25 -0.46
P 2.339 2.876 0.798 0.87 -0.10 -0.10
O 2.339 1.403 0.915 -0.57 -0.11 0.30
N 1.359 3.385 -0.431 -0.34 0.50 -0.19
C 1.005 4.787 -0.616 0.35 0.09 0.34
C 0.792 2.370 -1.318 -0.12 0.21 -0.05
N 3.879 3.404 0.453 0.13 0.29 0.03
C 4.981 2.657 1.073 -0.30 0.16 -0.76
C 4.228 4.454 -0.490 0.40 -0.66 0.26
H 3.212 4.999 3.206 -0.13 -0.02 0.14
H 1.555 5.613 2.946 -0.09 -0.14 0.05
H 2.698 5.509 1.615 -0.04 0.09 0.08
H 0.225 3.200 3.362 0.03 -0.03 0.10
H 1.754 3.132 4.249 0.24 -0.03 -0.10
H 1.341 1.868 3.058 0.10 -0.05 0.21
H 0.195 4.892 -1.332 -0.02 -0.09 -0.04
H 0.690 5.251 0.324 -0.13 -0.13 0.01
H 1.853 5.388 -0.955 -0.10 -0.03 -0.27
H 1.561 1.903 -1.929 -0.02 -0.23 0.15
H 0.236 1.640 -0.732 0.21 -0.30 -0.20
H 0.079 2.818 -2.013 0.07 0.25 0.11
H 4.621 2.209 1.995 0.30 -0.03 0.05
H 5.337 1.884 0.378 -0.11 -0.20 0.23
H 5.839 3.312 1.234 -0.17 0.12 0.39
H 5.315 4.532 -0.473 0.00 0.16 -0.11
H 3.831 5.417 -0.175 -0.06 0.14 -0.30
H 3.945 4.186 -1.511 -0.19 0.29 -0.06
C -2.326 -1.168 -2.318 -0.68 0.23 0.06
N -3.756 -1.485 -2.470 -0.11 0.07 0.18
C -4.696 -0.373 -2.430 0.25 -0.15 -0.17
P -4.143 -3.007 -3.008 -0.58 0.63 0.53
O -3.073 -3.930 -2.620 0.57 -0.48 -0.38
N -5.635 -3.286 -2.337 -0.38 0.24 0.08
C -5.742 -3.206 -0.888 -0.01 -0.34 0.17
C -6.447 -4.351 -2.923 -0.14 -0.02 -0.06
N -4.515 -3.001 -4.635 0.65 0.16 0.05
C -3.366 -3.222 -5.503 -0.02 -0.95 -0.38
C -5.448 -2.017 -5.181 0.00 -0.35 0.00
H -2.241 -0.083 -2.237 0.11 -0.02 0.06
H -1.753 -1.486 -3.189 0.14 -0.13 0.10
H -1.949 -1.617 -1.404 0.31 -0.04 -0.13
H -4.453 0.295 -1.602 0.12 0.06 -0.08
H -5.708 -0.737 -2.251 0.00 -0.03 -0.14
H -4.669 0.189 -3.370 -0.17 0.20 0.14
H -5.428 -4.145 -0.416 -0.05 0.03 0.04
H -5.119 -2.417 -0.467 0.01 0.08 -0.21
H -6.785 -3.019 -0.627 0.02 0.04 0.09
H -7.311 -4.576 -2.296 0.07 0.25 0.18
H -6.840 -4.016 -3.881 0.11 -0.26 -0.13
H -5.895 -5.290 -3.026 0.03 0.05 -0.18
H -2.756 -4.041 -5.123 -0.01 0.17 0.23
H -3.729 -3.584 -6.470 0.04 0.33 -0.09
H -2.721 -2.348 -5.643 -0.17 0.14 -0.03
H -6.079 -1.610 -4.396 -0.11 -0.05 -0.02
H -6.073 -2.516 -5.927 -0.07 0.14 -0.01
H -4.928 -1.191 -5.677 0.06 0.02 0.09
C -7.250 0.875 1.173 0.53 -0.40 -0.06
C -6.009 0.163 1.757 -0.99 -0.01 -1.22
C -4.653 0.525 1.157 0.87 -0.09 0.45
O -3.853 0.831 2.314 -0.14 0.09 0.16
C -4.608 0.819 3.431 -0.24 0.14 -0.55
O -4.223 1.137 4.504 0.13 -0.02 0.42
O -5.880 0.439 3.147 0.29 -0.15 0.00
H -7.035 1.358 0.219 0.14 0.28 0.17
H -7.618 1.585 1.909 -0.14 0.15 -0.16
H -8.004 0.122 0.946 -0.23 0.14 0.26
H -6.198 -0.897 1.568 0.31 -0.13 0.64
H -4.597 1.382 0.486 -0.40 0.05 0.11
H -4.167 -0.323 0.676 -0.14 -0.02 -0.12
C 3.778 -1.339 2.016 0.56 -0.01 -0.34
C 4.367 -0.968 3.359 -1.20 1.47 -0.79
C 5.717 -0.219 3.231 -0.05 -1.75 1.24
O 5.550 0.961 4.012 0.22 -0.07 0.04
C 4.307 0.985 4.548 -0.29 0.11 -1.36
O 3.943 1.775 5.353 -0.12 0.34 0.55
O 3.514 0.092 3.923 0.47 -0.28 0.62
H 4.377 -2.169 1.631 -0.28 -0.09 -0.13
H 3.864 -0.495 1.327 0.15 0.05 0.11
H 2.719 -1.580 1.999 0.05 -0.36 0.45
H 4.340 -1.759 4.102 0.33 -0.27 -0.22
H 6.045 -0.075 2.207 -0.22 0.60 -0.05
H 6.446 -0.851 3.747 0.33 0.28 -0.22
C 1.560 -0.055 7.289 0.19 0.99 -0.80
C 1.616 -1.194 6.290 0.95 -0.03 1.44
C 1.517 -2.569 6.956 -0.18 -0.75 -1.32
O 0.172 -2.988 6.606 -0.08 0.36 0.74
C -0.373 -2.118 5.728 0.93 -0.23 -0.28
O -1.425 -2.262 5.202 -0.43 0.02 -0.10
O 0.506 -1.129 5.422 -0.58 -0.30 -0.16
H 0.566 0.095 7.709 0.02 -0.35 0.21
H 1.791 0.860 6.732 -0.07 0.01 0.10
H 2.331 -0.115 8.054 -0.10 -0.30 0.12
H 2.542 -1.142 5.724 -0.15 0.14 -0.27
H 1.746 -2.587 8.017 -0.62 0.15 0.15
H 2.156 -3.321 6.483 0.19 0.23 0.02
C -1.926 3.649 0.671 -0.13 0.08 1.28
C -3.049 4.525 0.210 -0.16 -0.36 -0.64
C -2.914 5.108 -1.199 -0.04 0.22 0.35
O -4.240 5.031 -1.719 -0.21 -0.08 -0.01
C -4.966 4.149 -0.981 0.32 0.37 -0.25
O -6.085 3.837 -1.224 -0.07 -0.21 -0.01
O -4.227 3.697 0.045 -0.14 0.06 0.32
H -2.205 3.175 1.619 -0.25 -0.17 -0.21
H -1.070 4.248 0.982 0.23 -0.05 -0.56
H -1.702 2.851 -0.031 0.24 0.14 -0.14
H -3.295 5.319 0.918 0.01 -0.10 0.12
H -2.236 4.533 -1.832 -0.02 -0.04 0.00
H -2.622 6.156 -1.169 0.11 -0.03 -0.15
C -0.141 -4.566 1.507 -0.05 0.27 0.52
C 0.403 -4.519 2.922 -0.03 -0.05 -0.29
C 0.765 -5.895 3.469 0.27 -0.69 0.08
O 2.110 -5.746 3.949 -0.35 0.02 0.20
C 2.563 -4.515 3.671 0.15 -0.28 -0.13
O 3.638 -4.130 4.014 0.07 0.36 -0.04
O 1.673 -3.817 2.944 -0.12 -0.05 0.28
H -1.047 -5.173 1.514 0.04 -0.03 -0.17
H 0.605 -4.985 0.834 -0.05 -0.11 -0.05
H -0.401 -3.567 1.170 -0.02 0.06 -0.14
H -0.262 -3.991 3.607 -0.07 0.02 -0.11
H 0.767 -6.690 2.720 0.05 0.24 -0.20
H 0.137 -6.256 4.283 -0.01 0.33 0.10
C -0.095 -0.480 2.363 -0.86 -0.73 0.11
N -0.581 -0.370 0.962 1.09 0.81 -0.24
O -1.514 0.384 0.767 -0.29 -0.11 -0.25
O 0.061 -0.908 0.082 -0.24 -0.35 0.15
H 0.026 -1.538 2.577 0.17 -0.02 0.00
H -0.913 -0.086 2.957 0.30 0.19 0.30
H 0.855 0.035 2.447 0.01 0.13 -0.17
```
Forces are in eV/Å.

- Kohn-Sham gap: 0.31792 hartree
- 2S+1: 1
- SMILES string: CN(C)P(=O)(N(C)C)N(C)C.CN(C)P(=O)(N(C)C)N(C)C.CN(C)P(=O)(N(C)C)N(C)C.C[C@H]1COC(=O)O1.C[C@H]1COC(=O)O1.C[C@H]1COC(=O)O1.C[C@H]1COC(=O)O1.C[C@H]1COC(=O)O1.C[N+](=O)[O-]